16
Properties=species:S:1:pos:R:3:forces:R:3:mulliken_charge:R:1 method="wB97M-V/def2-TZVPD" lumo_ev="-3.097 / -9.541" homo_ev="-15.741 / -15.703" s_squared=0.75 total_charge=+1 energy_ha=-250.5299 multiplicity=2
N -2.337363 -0.895239 -0.477900 1.00 -0.22 -0.31 -0.781
H -3.333631 -0.881042 -0.656279 -0.07 0.08 -0.18 0.255
H -0.920067 0.315233 -1.342860 -1.25 -1.13 0.53 0.464
H -2.232726 -0.942185 0.520913 -0.16 0.40 0.61 0.247
H -1.994867 -1.818938 -0.740533 -0.33 0.02 -0.39 0.278
C 1.041265 -0.091938 -0.961173 -0.81 1.01 -1.67 -0.436
O -0.024016 0.690427 -1.484288 2.23 -0.08 0.54 -0.098
C 1.029976 -0.151769 0.580429 -0.40 -0.30 1.75 -0.217
C 0.898026 1.223991 1.259514 0.73 0.38 -0.44 -1.031
H 1.973679 0.342370 -1.272933 0.11 0.53 -0.35 0.401
H 0.954679 -1.106723 -1.346685 -0.33 -0.43 0.11 0.314
H 1.988860 -0.652189 0.802284 -0.18 0.36 -0.24 0.300
H 0.273995 -0.878080 0.881434 -0.14 0.25 0.11 0.323
H 1.568052 1.311726 2.131434 -0.41 -0.28 -0.28 0.333
H -0.110907 1.519344 1.535938 -0.13 -0.41 0.07 0.316
H 1.225045 2.015013 0.570706 0.13 -0.16 0.14 0.332

57
Properties=species:S:1:pos:R:3:forces:R:3:mulliken_charge:R:1 method="wB97M-V/def2-TZVPD" lumo_ev=-5.613 homo_ev=-13.958 total_charge=+2 energy_ha=-2549.8624
Be -0.636900 0.324800 0.654500 -0.33 0.09 -0.31 0.077
Cl 2.106600 -0.316800 1.372800 0.71 0.02 -0.04 -0.071
C 1.548900 -0.564200 3.031000 0.54 0.24 0.14 -0.369
Cl -0.114600 -1.112900 2.991400 -0.52 -0.27 0.51 -0.010
H 1.591700 0.380500 3.575200 0.02 -0.22 -0.17 0.360
H 2.173700 -1.334300 3.485000 -0.20 0.17 -0.03 0.390
C 0.481500 4.414500 1.647800 0.18 0.27 0.74 -0.975
N 0.352100 3.613100 0.447200 -0.09 -0.19 -0.07 0.183
C 0.441900 4.165100 -0.787600 -0.03 -0.28 -0.67 -0.158
C 0.350100 3.411100 -1.913500 0.09 0.07 0.12 -1.121
C 0.149400 2.009500 -1.771400 -0.08 0.16 0.36 0.952
N 0.024500 1.502300 -0.537700 0.09 -0.10 -0.23 0.463
C 0.142600 2.276900 0.552200 0.64 0.91 -0.67 0.342
O 0.022600 1.662400 1.626200 -0.41 -0.54 0.57 -0.514
N 0.071100 1.190000 -2.807900 0.00 -0.11 -0.02 -0.248
H 0.189600 5.441600 1.438000 -0.01 -0.10 -0.02 0.362
H 1.515200 4.392700 1.998000 -0.08 0.04 0.00 0.331
H -0.160200 3.996900 2.421700 0.02 0.09 -0.07 0.346
H 0.586200 5.236500 -0.824300 0.03 -0.03 0.03 0.429
H 0.434700 3.849000 -2.893800 0.01 0.13 -0.02 0.432
H 0.224300 1.527000 -3.745100 -0.05 -0.08 0.04 0.248
H -0.022800 0.198500 -2.646100 -0.02 0.10 -0.13 0.048
C -5.138600 1.015000 -1.214300 0.03 0.34 -0.68 -0.881
N -5.088700 0.305400 0.035400 0.45 -0.26 0.82 0.177
C -6.093400 -0.436500 0.594400 -0.33 -0.45 0.48 -0.142
C -5.647300 -0.903200 1.786600 -0.48 -0.06 -0.29 -0.709
N -4.367900 -0.436400 1.944200 -0.03 0.18 -0.38 0.205
C -4.035000 0.296100 0.866600 0.52 0.15 -0.05 -0.013
S -2.614600 1.202100 0.578300 0.10 -0.09 0.08 -0.426
H -6.170400 1.262100 -1.446100 -0.03 -0.03 0.03 0.338
H -4.722600 0.406200 -2.018400 -0.03 0.02 0.05 0.282
H -4.555200 1.931000 -1.127800 -0.13 -0.09 -0.03 0.372
H -7.034600 -0.574700 0.101700 -0.17 -0.02 -0.03 0.496
H -6.130700 -1.511800 2.520800 -0.13 -0.12 0.14 0.451
H -3.797800 -0.541700 2.770400 0.02 0.08 -0.15 0.239
C 0.923200 -4.744500 0.169100 -0.09 -0.08 0.03 -1.209
C 1.128600 -3.311600 -0.274700 -0.17 0.30 0.08 -0.659
Sb -0.641300 -2.051700 -0.153200 -0.29 -0.80 -0.50 0.259
C -2.022200 -3.090600 1.167500 0.24 0.13 -0.15 -0.352
C -3.251000 -3.679000 0.498800 0.02 0.05 -0.05 -1.332
C -1.476900 -2.526700 -2.132900 0.04 0.33 0.37 -0.586
C -1.307500 -3.964600 -2.595700 0.09 0.02 0.12 -1.153
H 1.848600 -5.300000 0.023800 0.04 -0.06 0.02 0.411
H 0.150700 -5.241600 -0.411100 -0.11 -0.10 0.03 0.259
H 0.669400 -4.802500 1.224900 -0.06 -0.08 0.08 0.331
H 1.426000 -3.281900 -1.322800 0.00 0.15 -0.04 0.435
H 1.917000 -2.849100 0.311700 0.00 0.15 -0.04 0.480
H -2.313000 -2.340600 1.903600 0.07 -0.01 0.04 0.106
H -1.476700 -3.874300 1.690800 0.13 0.10 0.05 0.510
H -3.741500 -2.969300 -0.168600 -0.08 -0.02 -0.03 0.252
H -3.971100 -3.982800 1.257100 -0.08 -0.04 0.01 0.402
H -2.986400 -4.565800 -0.069000 -0.09 -0.05 -0.13 0.352
H -0.996400 -1.864000 -2.858500 -0.07 0.10 0.08 0.422
H -2.536800 -2.265900 -2.103500 0.07 0.14 0.04 0.306
H -0.258200 -4.216400 -2.723300 0.08 -0.12 0.02 0.290
H -1.794100 -4.099000 -3.560200 -0.03 -0.02 -0.06 0.422
H -1.756200 -4.666900 -1.898900 0.01 -0.11 0.01 0.168

Taking the records one at a time from the top gives relative energy (zero: lowest compared OMol25 entry of this formula, charge and spin) values of 36.9 8.4 kcal per mole.